Record 1
The following is a DFT calculation (wB97M-V/def2-TZVPD) of 11 unconnected molecules or ions with the total composition C3H26O11.

Values from the calculation:
Strongest force on any atom in eV/Å: 1.84
E in Ha: -957.5034
ΔE to the lowest compared entry with this formula, charge and spin in eV: 2.489
SMILES: C/C=C/O.O.O.O.O.O.O.O.O.O.O
Molar mass in g mol⁻¹: 238.23
Gap between HOMO and LUMO in eV: 9.46

```
40
Properties=species:S:1:pos:R:3:forces:R:3:lowdin_charge:R:1
C -1.79349 3.05398 -0.77291 -0.883 1.150 -0.710 -0.107
C -0.72213 2.56119 0.13091 0.568 0.968 -1.068 -0.156
C 0.49116 2.11760 -0.17717 -0.230 -1.496 1.053 -0.139
O 1.30137 1.77565 0.90739 0.146 0.320 0.346 -0.077
H -1.50138 3.52730 -1.72257 0.590 0.109 0.485 0.078
H -2.46967 2.31491 -1.17869 -0.335 -0.697 0.462 0.064
H -2.40566 3.81484 -0.22749 0.376 -0.608 -0.500 0.084
H -0.88069 2.83498 1.15181 0.014 -0.207 0.668 0.101
H 0.88118 1.71534 -1.09729 -0.243 0.376 -0.534 0.128
H 1.89373 1.02374 0.71830 0.070 0.284 -0.686 0.051
O 2.89689 -0.33794 -0.04113 -1.024 0.153 -0.035 -0.040
H 2.72171 -0.75258 0.81652 0.568 -0.373 -0.188 0.043
H 3.81715 -0.37493 -0.30253 0.235 -0.092 0.573 0.057
O -3.17654 0.72008 1.83943 -0.782 0.654 -0.854 -0.060
H -3.58055 1.55987 1.58975 -0.071 0.219 0.427 0.063
H -3.26100 0.23300 0.99620 0.440 -0.301 0.641 0.065
O -0.56697 0.56782 2.44377 1.001 -0.347 0.423 -0.090
H -1.48691 0.86015 2.37629 -0.144 0.325 -0.410 0.023
H 0.10486 1.03742 1.89838 -0.634 0.529 0.211 0.027
O -1.86247 -1.32021 1.11113 0.520 -0.338 -1.070 -0.081
H -1.12324 -0.65684 1.27495 -1.193 -1.188 0.574 0.057
H -2.10090 -1.83334 1.89386 0.467 0.626 0.173 0.083
O 1.45628 -1.44315 -3.96008 0.171 0.091 -0.026 -0.047
H 2.12883 -2.13282 -3.97401 -0.242 -0.095 -0.247 0.059
H 0.62683 -1.80570 -4.29667 0.298 -0.141 -0.172 0.060
O 4.21812 2.37282 -0.11650 0.095 0.054 -0.120 -0.054
H 3.55261 2.75095 0.46630 -0.062 0.006 0.112 0.026
H 3.70897 2.08154 -0.87938 0.021 0.028 -0.023 0.026
O -2.96671 -1.93245 -2.19369 0.351 0.062 -0.092 -0.081
H -2.76168 -2.36337 -1.35776 -0.235 -0.035 0.046 0.005
H -2.07217 -1.65619 -2.47131 -0.221 0.033 0.123 0.004
O -0.35415 -3.36335 -0.02378 -0.631 0.020 0.362 -0.069
H -1.03023 -2.73608 0.33698 0.468 -0.408 0.173 0.010
H 0.34331 -3.36281 0.63926 0.043 0.117 0.102 0.046
O -0.17732 -1.44226 -1.84450 0.007 0.530 -0.677 -0.098
H 0.58138 -1.73046 -2.40116 -0.593 0.331 0.929 0.009
H -0.31491 -2.05045 -1.10074 0.735 -0.269 -0.462 -0.028
O 1.05290 -1.46828 2.58740 -0.261 0.444 0.322 -0.080
H 0.40749 -0.71361 2.69829 0.427 -0.714 -0.152 -0.005
H 1.23222 -1.71905 3.50155 0.175 -0.121 -0.179 0.043
```
Forces are in eV/Å.

***

Record 2
The following is a DFT calculation (wB97M-V/def2-TZVPD) of 10 unconnected molecules or ions with the total composition C38H76Br2O18.

Values from the calculation:
Strongest force on any atom in eV/Å: 1.32
E in Ha: -7995.9867
ΔE to the lowest compared entry with this formula, charge and spin in eV: 0.000
SMILES: CCOC(C)=O.CCOC(C)=O.CCOC(C)=O.CCOC(C)=O.CCOC(C)=O.CCOC(C)=O.CCOC(C)=O.CCOC(C)=O.CCOC(C)=O.BrCCBr
Molar mass in g mol⁻¹: 980.82
Gap between HOMO and LUMO in eV: 10.47

```
134
Properties=species:S:1:pos:R:3:forces:R:3:lowdin_charge:R:1
C -4.20273 -2.57585 -2.84760 -0.353 0.607 0.464 -0.055
C -4.02483 -1.35225 -3.74046 0.730 -0.788 -0.101 -0.192
O -3.08744 -0.44059 -3.13475 -0.443 0.141 0.292 -0.002
C -1.79392 -0.73643 -3.23357 0.145 0.140 0.385 -0.548
C -0.93827 0.13219 -2.36025 0.513 0.267 -0.766 0.043
O -1.33381 -1.59423 -3.94099 -0.103 -0.399 -0.274 0.097
H -3.25425 -3.05594 -2.61559 0.087 -0.037 -0.220 0.070
H -4.87834 -3.29925 -3.30154 0.034 -0.023 -0.082 0.081
H -4.64890 -2.23914 -1.90469 0.007 -0.158 -0.053 0.063
H -3.60864 -1.66359 -4.70001 -0.238 0.178 -0.100 0.116
H -4.95204 -0.80543 -3.85016 -0.029 0.145 -0.065 0.120
H -0.01652 -0.40517 -2.16571 -0.054 -0.112 0.349 0.057
H -1.41223 0.50480 -1.46100 -0.138 -0.011 -0.026 0.071
H -0.60937 0.96890 -2.98932 -0.226 0.136 0.202 0.109
C 1.31116 -3.41227 1.82514 0.153 -0.355 -0.467 -0.049
C 1.64704 -4.09149 3.12826 0.780 0.438 0.261 -0.223
O 0.60731 -4.96758 3.55090 -0.389 0.350 0.123 -0.009
C 0.69676 -6.24769 3.16359 0.141 -0.195 0.274 -0.559
C -0.48663 -7.03358 3.61051 -0.416 -0.360 0.131 0.020
O 1.64440 -6.71198 2.59572 0.302 -0.031 -0.430 0.111
H 0.55358 -2.64465 1.94581 -0.159 0.090 0.030 0.063
H 0.96318 -4.15260 1.09988 -0.045 0.067 0.028 0.080
H 2.20721 -2.96424 1.39087 -0.037 0.118 0.102 0.072
H 2.59059 -4.63420 3.07597 -0.134 -0.169 -0.208 0.119
H 1.78988 -3.34370 3.91172 -0.317 -0.128 0.111 0.121
H -1.37515 -6.81137 3.01782 0.060 0.236 0.034 0.088
H -0.69670 -6.80837 4.65514 -0.110 0.012 -0.035 0.091
H -0.28646 -8.09383 3.49277 0.131 -0.014 0.034 0.088
C 6.70511 0.47559 -2.96194 -0.296 0.953 0.618 -0.061
C 7.84027 1.39674 -3.33100 0.714 -0.469 0.074 -0.196
O 9.07092 0.70832 -2.94944 -0.340 -0.114 -0.024 -0.020
C 10.20029 1.40773 -3.10020 0.131 0.007 0.383 -0.569
C 11.41032 0.60997 -2.72429 0.236 -0.829 -0.813 0.015
O 10.23561 2.52807 -3.52749 -0.067 0.439 -0.184 0.104
H 5.76382 1.02435 -3.05741 -0.020 -0.193 -0.480 0.082
H 6.74137 0.26487 -1.89103 0.273 -0.405 -0.088 0.073
H 6.70332 -0.42159 -3.56749 -0.097 -0.138 0.074 0.061
H 7.88863 1.57269 -4.40548 -0.060 0.177 0.037 0.128
H 7.84606 2.34607 -2.80001 -0.280 0.061 -0.082 0.123
H 11.42352 0.16699 -1.73324 -0.290 0.238 0.159 0.085
H 12.31855 1.16871 -2.91648 -0.042 0.225 0.142 0.084
H 11.40780 -0.23912 -3.42492 0.117 0.067 0.204 0.094
C 3.69085 -0.63983 -0.05522 0.298 0.021 0.175 -0.046
C 2.84011 0.54628 -0.40990 -0.047 0.714 0.192 -0.207
O 1.45508 0.25314 -0.11250 0.219 -0.148 -0.610 -0.019
C 0.93720 0.64075 1.04959 -0.725 -0.232 -0.073 -0.554
C -0.49084 0.21848 1.20054 -0.648 -0.153 -0.035 0.023
O 1.50003 1.26746 1.90238 0.754 0.399 0.252 0.097
H 3.37295 -1.52807 -0.60004 -0.070 -0.077 0.121 0.070
H 3.65288 -0.79722 1.02447 -0.115 -0.216 -0.060 0.083
H 4.73855 -0.46336 -0.29748 0.007 0.123 -0.136 0.074
H 3.12298 1.44584 0.14156 0.057 -0.163 0.150 0.116
H 2.89137 0.82022 -1.46418 -0.196 -0.345 -0.074 0.116
H -0.67281 0.01366 2.25448 -0.078 -0.045 -0.023 0.076
H -0.78654 -0.62973 0.58437 0.307 -0.105 0.033 0.071
H -1.16377 1.02711 0.89559 0.229 0.174 0.080 0.058
C -7.62010 -2.14419 0.17789 -0.358 0.165 -0.116 -0.063
C -6.58683 -1.92151 1.26009 -0.396 0.446 -0.273 -0.209
O -5.34748 -2.51929 0.85742 -0.299 -0.563 0.081 0.005
C -4.26812 -2.20195 1.56444 0.422 0.375 -0.659 -0.535
C -3.06512 -3.00039 1.16187 -0.343 -0.593 0.483 0.047
O -4.23497 -1.30169 2.36295 -0.207 0.054 0.469 0.077
H -7.77191 -3.17550 -0.14039 0.313 -0.095 0.185 0.078
H -7.38340 -1.53761 -0.69814 0.082 -0.089 0.014 0.065
H -8.59048 -1.80358 0.55260 0.085 0.063 0.016 0.081
H -6.44981 -0.84411 1.37111 0.132 -0.109 0.137 0.105
H -6.90183 -2.31583 2.22764 0.154 -0.163 -0.033 0.131
H -2.18212 -2.43552 1.43756 0.170 0.037 -0.379 0.068
H -3.15283 -3.32418 0.12820 0.311 0.270 -0.119 0.081
H -3.03690 -3.92088 1.75669 -0.092 0.096 0.027 0.096
C -8.91631 3.10119 0.04423 -0.224 -0.354 -0.063 -0.065
C -7.93426 2.06696 -0.46671 -0.172 0.278 -0.208 -0.219
O -6.78118 2.12607 0.38484 0.028 0.414 0.074 -0.008
C -5.73592 1.38135 0.01863 0.084 -1.039 0.135 -0.545
C -4.56487 1.59720 0.92578 0.104 0.216 0.561 0.021
O -5.78748 0.57645 -0.88167 0.081 0.209 -0.123 0.091
H -9.29786 2.81515 1.02527 0.200 0.216 0.105 0.078
H -9.79007 3.16360 -0.60660 0.105 -0.069 -0.144 0.078
H -8.44712 4.08233 0.06355 -0.013 0.022 0.197 0.080
H -8.33451 1.05275 -0.45233 -0.034 0.020 -0.021 0.117
H -7.62775 2.30495 -1.48774 0.026 -0.143 0.033 0.127
H -3.84565 0.78465 0.93739 -0.059 -0.098 -0.577 0.070
H -4.90977 1.65349 1.96073 -0.124 0.317 -0.094 0.095
H -4.07746 2.53515 0.65177 0.021 -0.039 0.098 0.045
C 1.01842 -3.43634 -2.11202 1.020 0.179 -0.257 -0.049
C 1.72563 -2.45040 -3.01657 -0.411 0.406 -0.086 -0.231
O 2.97821 -3.01885 -3.43694 -0.092 0.184 -0.053 -0.001
C 3.78533 -2.18658 -4.10255 0.541 0.012 -0.763 -0.551
C 5.04214 -2.86335 -4.56126 0.615 -0.220 0.301 0.018
O 3.56607 -1.02760 -4.35242 -0.519 -0.001 0.428 0.098
H 0.47909 -4.19239 -2.67267 -0.229 0.019 0.057 0.081
H 0.38779 -2.85621 -1.44424 -0.275 -0.316 0.131 0.067
H 1.83072 -3.92383 -1.56482 -0.376 -0.103 0.374 0.079
H 1.12582 -2.17827 -3.88331 0.065 -0.052 -0.082 0.116
H 1.92748 -1.52267 -2.47811 0.138 -0.004 0.006 0.092
H 5.79578 -2.11308 -4.78274 -0.085 0.112 0.018 0.067
H 4.91706 -3.45101 -5.46958 -0.346 -0.062 0.074 0.092
H 5.42543 -3.51551 -3.77599 -0.042 -0.115 -0.092 0.089
C 1.79634 4.32752 -0.06449 0.505 0.639 1.039 -0.107
C 1.89951 4.09033 -1.52969 -0.094 -1.050 -0.760 -0.227
O 2.78232 5.03015 -2.14339 0.134 0.641 0.375 -0.002
C 2.27044 5.88323 -3.04718 0.062 -0.104 -0.679 -0.538
C 3.16007 7.06298 -3.32352 0.703 -0.373 0.132 0.020
O 1.23358 5.69893 -3.62514 -0.348 0.017 0.170 0.103
H 1.23406 5.24114 0.13976 -0.296 -0.198 0.008 0.065
H 2.75140 4.50020 0.44631 0.196 -0.216 -0.462 0.091
H 1.35649 3.47447 0.44514 -0.309 0.038 -0.057 0.034
H 2.30017 3.09961 -1.76688 0.145 0.084 0.173 0.111
H 0.91863 4.10376 -2.00760 0.048 0.307 -0.015 0.114
H 3.01530 7.40011 -4.34317 -0.334 0.213 0.053 0.085
H 4.21574 6.79666 -3.22922 -0.124 -0.086 0.185 0.086
H 2.95983 7.84288 -2.58982 -0.106 0.107 -0.138 0.092
C 0.87897 0.11334 6.35627 -0.794 -0.525 -0.258 -0.052
C 0.45708 0.45928 4.93375 0.507 0.635 0.205 -0.223
O -0.90391 0.06542 4.69752 0.406 -0.602 -0.161 -0.029
C -1.88426 0.88614 5.07458 -0.337 0.313 -0.098 -0.560
C -3.22636 0.24752 4.91359 -0.211 -0.010 0.018 0.029
O -1.69392 2.00746 5.46546 0.149 0.411 0.182 0.095
H 0.83017 -0.97502 6.45864 0.382 0.067 0.127 0.077
H 0.15336 0.49612 7.07593 0.082 0.275 -0.078 0.078
H 1.86019 0.50652 6.60217 0.129 -0.102 -0.064 0.080
H 0.61513 1.52131 4.73194 -0.390 -0.023 0.034 0.115
H 1.04842 -0.05642 4.18059 -0.057 -0.231 0.084 0.105
H -3.38994 -0.44833 5.73914 0.100 -0.145 -0.123 0.098
H -3.29750 -0.28264 3.96389 0.028 -0.072 0.227 0.052
H -4.01239 0.99498 4.97485 0.095 0.152 -0.020 0.090
Br -1.61473 4.07604 0.46364 -0.153 0.021 -0.063 0.682
C -1.70886 3.87347 2.39694 -0.517 -0.209 0.024 -0.672
C -0.68644 4.70229 3.12467 0.219 -0.312 -0.360 -0.688
Br -1.00790 6.59779 2.88212 0.059 0.009 0.077 0.626
H -1.59043 2.80494 2.55993 0.329 0.028 0.212 0.037
H -2.72765 4.11985 2.68773 0.046 0.171 -0.051 0.060
H 0.30872 4.48217 2.74300 0.014 0.145 0.050 0.049
H -0.71297 4.49223 4.18698 -0.131 -0.010 0.145 0.057
```
Forces are in eV/Å.

***

Record 3
The following is a DFT calculation (wB97M-V/def2-TZVPD) of 2 unconnected molecules or ions with the total composition C3H4ClF.

Values from the calculation:
Strongest force on any atom in eV/Å: 3.89
E in Ha: -676.6061
ΔE to the lowest compared entry with this formula, charge and spin in eV: 0.000
⟨S²⟩: 2.025
Multiplicity: 3
Molar mass in g mol⁻¹: 94.52
Gap between HOMO and LUMO (spin up / spin down) in eV: 8.76 / 7.10

```
9
Properties=species:S:1:pos:R:3:forces:R:3:lowdin_spin:R:1
C 0.82210 0.61674 0.86089 2.551 1.908 -1.977 0.389
C 0.56780 0.20201 -0.40521 -2.321 -1.284 -1.232 0.115
C -0.38575 -0.83418 -0.56828 2.048 0.772 -2.377 0.431
F -0.51138 -1.67965 0.39244 -0.976 -1.535 2.233 0.104
Cl -2.50688 0.85494 -0.12597 -0.031 0.294 0.112 0.899
H 1.58506 1.31371 1.15058 0.157 0.297 -0.226 0.024
H 0.27608 0.22505 1.59530 -1.993 -1.614 2.923 0.024
H 0.88264 0.54875 -1.38025 0.490 0.727 0.359 -0.002
H -0.72966 -1.24737 -1.51949 0.077 0.435 0.184 0.016
```
Forces are in eV/Å.